Record 1
Formula: C14H30NO7
Source: the Open Molecules 2025 dataset
Level of theory: the ωB97M-V functional and the def2-TZVPD basis

Properties
Net charge ... -1
E_tot ... -30823.76996 eV
HOMO energy ... -2.1 eV
LUMO level ... 2.344 eV

The geometry in XYZ format:
```
52
C14H30NO7 (the ωB97M-V functional and the def2-TZVPD basis)
C -5.378 -4.901 1.776
C -5.374 -4.581 0.297
O -6.175 -5.029 -0.482
O -4.537 -3.558 -0.075
C -3.145 -3.675 0.112
O -2.537 -2.649 0.181
C -2.572 -5.062 0.064
C -1.291 -5.286 0.871
C -1.543 -5.309 2.365
N -1.249 -4.038 3.093
H -4.515 -4.482 2.291
H -5.356 -5.989 1.884
H -6.311 -4.523 2.199
H -2.342 -5.199 -1.005
H -3.372 -5.797 0.292
H -0.950 -6.294 0.585
H -0.899 -6.084 2.805
H -2.581 -5.593 2.645
H -2.079 -3.454 3.092
H -0.580 -3.558 2.494
C 0.942 2.651 0.967
O 1.879 1.643 0.647
C 2.366 0.943 1.784
C 1.664 -0.381 1.989
O 0.306 -0.205 2.330
C -0.589 -0.475 1.251
H 0.509 3.004 0.031
H 0.142 2.267 1.604
H 1.431 3.496 1.471
H 2.253 1.560 2.682
H 3.435 0.767 1.625
H 2.151 -0.906 2.819
H 1.763 -1.006 1.096
H -0.594 -1.536 1.000
H -0.326 0.110 0.364
H -1.585 -0.193 1.583
C 3.166 3.482 -2.091
O 2.195 3.948 -3.016
C 1.584 5.163 -2.631
C 2.140 6.342 -3.399
O 3.501 6.589 -3.084
C 4.404 6.082 -4.046
H 3.671 2.635 -2.550
H 3.903 4.257 -1.863
H 2.698 3.139 -1.165
H 1.703 5.331 -1.555
H 0.513 5.080 -2.843
H 1.572 7.240 -3.138
H 2.024 6.167 -4.474
H 4.346 6.657 -4.978
H 4.211 5.029 -4.262
H 5.407 6.183 -3.635
```

Record 2
Formula: C12H13N2O
Source: the Open Molecules 2025 dataset
Level of theory: the ωB97M-V functional and the def2-TZVPD basis

Properties
Net charge ... +1
<S²> ... 2.02
E_tot ... -17669.34271 eV
HOMO energy (spin up / spin down) ... -7.5 / -11.8 eV
LUMO level (spin up / spin down) ... -3.204 / -5.615 eV
Spin multiplicity ... 3

The geometry in XYZ format:
```
28
C12H13N2O (the ωB97M-V functional and the def2-TZVPD basis)
C -4.711 0.307 0.404
C -4.535 -0.722 -0.549
C -3.612 0.948 0.888
C -3.324 -1.125 -0.996
C -0.996 1.199 0.504
C -2.344 0.625 0.345
C -2.219 -0.466 -0.532
C -0.202 0.401 -0.219
C 1.771 -0.816 0.544
C 2.239 0.884 -1.005
C 3.222 -0.550 1.092
C 3.603 0.649 -1.005
N 1.282 0.259 -0.263
N 4.165 -0.291 -0.011
O -0.924 -0.587 -0.882
H -5.710 0.367 0.655
H -5.441 -1.268 -0.716
H -3.816 1.945 1.313
H -3.161 -1.887 -1.700
H -0.927 2.198 0.906
H 2.045 -1.678 -0.050
H 0.995 -1.076 1.245
H 2.107 1.574 -1.733
H 4.256 1.189 -1.629
H 3.114 0.445 1.688
H 3.591 -1.415 1.742
H 5.029 0.087 0.477
H 4.500 -1.195 -0.514
```

Record 3
Formula: C32H26BO10PS
Source: the Open Molecules 2025 dataset
Level of theory: the ωB97M-V functional and the def2-TZVPD basis

Properties
E_tot ... -74881.48770 eV
HOMO energy ... -9.5 eV
LUMO level ... -1.092 eV

The geometry in XYZ format:
```
71
C32H26BO10PS (the ωB97M-V functional and the def2-TZVPD basis)
C 0.464 5.473 -3.222
C 1.117 4.218 -3.875
B 1.603 3.102 -2.812
O 2.192 1.934 -3.312
C 1.357 3.356 -1.244
O -0.085 3.118 -1.140
S -0.404 1.879 -0.077
O -1.437 0.918 -0.470
O -0.758 2.608 1.158
O 1.095 1.192 -0.110
C 1.942 2.354 -0.189
P 3.774 2.003 -0.111
O 4.163 2.002 1.366
H -0.463 5.204 -2.695
H 0.189 6.239 -3.964
H 1.192 5.923 -2.525
H 0.343 3.702 -4.490
H 1.929 4.468 -4.581
H 1.852 1.862 -4.203
H 1.588 4.345 -0.824
H 1.766 2.863 0.782
H 4.103 0.702 -0.594
H 4.550 2.997 -0.767
C 3.353 -1.551 -0.114
C 2.276 -1.717 -0.983
C 2.290 -2.741 -1.918
C 3.385 -3.596 -1.998
C 4.473 -3.416 -1.143
C 4.449 -2.398 -0.194
C 5.669 -4.289 -1.247
O 6.616 -4.134 -0.500
C 5.689 -5.348 -2.286
C 6.824 -6.140 -2.434
C 6.849 -7.142 -3.393
C 5.738 -7.363 -4.202
C 4.607 -6.574 -4.061
C 4.582 -5.558 -3.109
C 3.379 -4.698 -2.992
O 2.409 -4.888 -3.700
H 3.340 -0.761 0.627
H 1.428 -1.050 -0.928
H 1.450 -2.872 -2.588
H 5.287 -2.264 0.479
H 7.688 -5.973 -1.805
H 7.735 -7.753 -3.510
H 5.757 -8.150 -4.945
H 3.746 -6.745 -4.694
C -3.627 -0.169 1.208
C -4.201 0.837 0.435
C -5.106 1.719 1.006
C -5.449 1.593 2.350
C -4.891 0.569 3.117
C -3.971 -0.305 2.544
C -5.281 0.390 4.537
O -4.793 -0.499 5.208
C -6.287 1.312 5.121
C -6.707 1.125 6.435
C -7.636 1.989 6.995
C -8.144 3.048 6.248
C -7.732 3.236 4.937
C -6.810 2.363 4.367
C -6.404 2.554 2.952
O -6.849 3.479 2.299
H -2.915 -0.851 0.764
H -3.941 0.934 -0.609
H -5.547 2.504 0.407
H -3.527 -1.091 3.140
H -6.312 0.304 7.018
H -7.965 1.838 8.015
H -8.864 3.726 6.689
H -8.131 4.058 4.357
```

Record 4
Formula: C47H74N3O6Se2SiTi
Source: the Open Molecules 2025 dataset
Level of theory: the ωB97M-V functional and the def2-TZVPD basis

Properties
Net charge ... -1
<S²> ... 2.01
E_tot ... -228391.74388 eV
HOMO energy (spin up / spin down) ... -4.0 / -5.0 eV
LUMO level (spin up / spin down) ... 2.253 / 2.002 eV
Spin multiplicity ... 3

The geometry in XYZ format:
```
134
C47H74N3O6Se2SiTi (the ωB97M-V functional and the def2-TZVPD basis)
Ti 0.003 0.032 -0.503
C -5.034 -2.369 -2.838
C -3.888 -1.849 -3.712
C -4.442 -1.198 -4.978
C -2.898 -2.965 -3.994
C -3.057 -3.773 -5.112
C -2.182 -4.812 -5.381
C -1.140 -5.043 -4.505
C -0.962 -4.272 -3.360
C 0.154 -4.665 -2.412
C 1.529 -4.643 -3.082
C -0.135 -6.057 -1.837
C -1.847 -3.217 -3.089
N -1.730 -2.364 -1.971
C -2.246 -2.791 -0.849
O -2.683 -3.918 -0.523
C -2.378 -1.702 0.226
C -3.233 -1.931 1.292
C -3.541 -0.895 2.166
C -3.013 0.362 1.939
C -2.129 0.531 0.889
N -1.796 -0.498 0.076
C -1.653 1.900 0.432
O -2.041 2.917 0.999
N -0.877 1.815 -0.678
C -0.686 2.992 -1.455
C 0.522 3.692 -1.416
C 0.739 4.711 -2.340
C -0.245 5.086 -3.236
C -1.471 4.445 -3.199
C -1.709 3.396 -2.319
C -3.073 2.740 -2.291
C -4.064 3.621 -1.525
C -3.613 2.436 -3.686
C 1.586 3.395 -0.381
C 2.176 4.671 0.223
C 2.693 2.530 -0.970
H -5.724 -1.561 -2.581
H -4.656 -2.813 -1.919
H -5.594 -3.139 -3.374
H -3.348 -1.090 -3.134
H -5.044 -1.897 -5.559
H -3.642 -0.826 -5.617
H -5.094 -0.365 -4.720
H -3.875 -3.593 -5.793
H -2.318 -5.434 -6.257
H -0.455 -5.857 -4.703
H 0.159 -3.931 -1.601
H 1.554 -5.298 -3.955
H 2.298 -4.988 -2.386
H 1.784 -3.635 -3.402
H -0.188 -6.797 -2.636
H -1.090 -6.061 -1.311
H 0.651 -6.373 -1.147
H -3.664 -2.918 1.371
H -4.223 -1.060 2.990
H -3.276 1.225 2.533
H 1.686 5.236 -2.335
H -0.068 5.886 -3.944
H -2.255 4.757 -3.877
H -2.978 1.787 -1.764
H -4.172 4.584 -2.031
H -3.724 3.804 -0.506
H -5.045 3.145 -1.489
H -3.866 3.349 -4.227
H -4.527 1.850 -3.599
H -2.896 1.869 -4.279
H 1.114 2.827 0.427
H 2.865 5.156 -0.470
H 2.733 4.424 1.127
H 1.395 5.387 0.478
H 3.196 3.050 -1.791
H 2.279 1.602 -1.359
H 3.430 2.282 -0.207
C 2.415 0.142 -3.549
Se 0.919 -0.768 -2.671
C 3.070 -1.763 -0.825
C 2.583 -2.791 0.111
Se 0.704 -2.526 0.699
C 0.208 -4.402 0.871
H 3.216 0.384 -2.859
H 2.057 1.046 -4.036
H 2.784 -0.555 -4.296
H 3.237 -0.757 -0.462
H 3.716 -2.080 -1.634
H 3.163 -2.826 1.042
H 2.578 -3.781 -0.342
H -0.732 -4.576 0.351
H 0.094 -4.627 1.930
H 0.999 -5.013 0.447
C -0.993 2.608 4.574
C 0.248 2.987 3.774
C 0.007 4.308 3.056
C 1.471 3.106 4.676
O 0.428 1.986 2.768
Si 1.588 0.902 2.384
O 1.108 0.295 0.960
O 1.846 -0.228 3.535
C 1.068 -1.117 4.339
C -0.386 -1.153 3.885
C 1.160 -0.637 5.788
C 1.711 -2.493 4.221
O 3.004 1.716 2.267
C 4.361 1.478 2.607
C 5.101 2.776 2.296
C 4.911 0.335 1.767
C 4.503 1.149 4.091
H -1.276 3.420 5.245
H -0.823 1.712 5.170
H -1.814 2.423 3.883
H -0.279 5.079 3.773
H -0.784 4.187 2.317
H 0.914 4.625 2.549
H 1.272 3.829 5.469
H 2.331 3.446 4.101
H 1.723 2.152 5.131
H -0.786 -0.145 3.799
H -0.987 -1.706 4.608
H -0.475 -1.640 2.913
H 0.594 0.280 5.937
H 2.201 -0.451 6.052
H 0.759 -1.397 6.460
H 1.767 -2.785 3.172
H 1.122 -3.233 4.763
H 2.719 -2.473 4.639
H 5.005 3.027 1.241
H 6.161 2.678 2.536
H 4.685 3.595 2.883
H 4.838 0.572 0.706
H 4.344 -0.577 1.956
H 5.958 0.150 2.011
H 4.064 1.939 4.700
H 5.560 1.061 4.342
H 4.000 0.213 4.330
```

Record 5
Formula: C15H32O8PS3
Source: the Open Molecules 2025 dataset
Level of theory: the ωB97M-V functional and the def2-TZVPD basis

Properties
Net charge ... +1
E_tot ... -74241.36982 eV
HOMO energy ... -12.2 eV
LUMO level ... -2.307 eV

The geometry in XYZ format:
```
59
C15H32O8PS3 (the ωB97M-V functional and the def2-TZVPD basis)
O 3.457 2.484 1.137
C 2.605 1.914 0.567
O 2.062 2.391 -0.554
C 2.032 0.602 1.020
C 2.780 0.058 2.232
P 4.446 -0.556 1.857
H 1.093 2.405 -0.391
H 0.995 0.722 1.307
H 2.102 -0.101 0.196
H 2.822 0.750 3.060
H 2.220 -0.794 2.600
H 4.553 -1.872 2.312
H 5.465 0.137 2.513
H 4.757 -0.537 0.491
C -3.143 3.459 -3.026
C -3.477 1.966 -2.908
C -2.153 1.213 -2.745
S -1.020 2.364 -1.968
O 0.048 2.662 -2.885
O -0.733 1.928 -0.604
C -2.139 3.754 -1.916
H -4.031 4.081 -2.933
H -2.690 3.661 -3.999
H -4.104 1.801 -2.028
H -4.027 1.595 -3.776
H -2.259 0.334 -2.114
H -1.729 0.931 -3.707
H -1.581 4.677 -2.063
H -2.620 3.758 -0.937
C -7.379 -1.411 -6.077
C -6.658 -2.719 -5.728
C -5.304 -2.346 -5.111
S -5.531 -0.740 -4.344
O -4.709 0.227 -5.039
O -5.470 -0.873 -2.910
C -7.230 -0.515 -4.851
H -8.426 -1.578 -6.322
H -6.900 -0.943 -6.940
H -7.251 -3.280 -5.003
H -6.527 -3.353 -6.603
H -4.989 -3.058 -4.352
H -4.529 -2.246 -5.869
H -7.414 0.538 -5.056
H -7.865 -0.854 -4.032
C 6.475 -2.298 7.435
C 6.424 -0.767 7.501
C 6.346 -0.249 6.059
S 5.544 -1.543 5.111
O 6.477 -2.062 4.138
O 4.223 -1.098 4.693
C 5.384 -2.710 6.451
H 6.319 -2.751 8.412
H 7.451 -2.621 7.066
H 5.535 -0.455 8.052
H 7.289 -0.355 8.016
H 5.759 0.665 5.982
H 7.335 -0.090 5.632
H 5.500 -3.722 6.069
H 4.391 -2.584 6.883
```